# 1
{
  "formula": "C8H10N2S",
  "method": "the ωB97M-V functional and the def2-TZVPD basis",
  "lumo_ha": [-0.07082, -0.07080],
  "homo_lumo_gap_ev": [5.2, 5.2],
  "total_charge": 0,
  "de_lowest_kcal_mol": 76.2,
  "elements": ["H", "H", "H", "N", "H", "C", "C", "H", "C", "C", "H", "C", "H", "C", "C", "H", "C", "H", "S", "H", "N"],
  "positions_angstrom": [[-1.861, 0.410, 1.397], [-1.652, -1.116, 0.464], [1.410, 1.443, -2.617], [0.510, -0.425, 1.013], [2.065, 1.679, 0.020], [0.950, 1.991, -1.747], [0.845, -2.507, 2.265], [-0.123, -2.790, 2.689], [0.519, -1.729, 1.041], [-1.092, 0.626, -0.434], [-0.697, 2.385, -3.193], [-2.026, -0.084, 0.418], [1.464, -3.326, 2.007], [0.294, 0.418, 0.028], [-0.406, 1.826, -2.202], [-3.102, 0.189, -0.055], [1.172, 1.337, -0.463], [1.407, -1.947, 3.011], [0.394, -2.689, -0.362], [1.297, 3.042, -1.747], [-1.367, 1.269, -1.533]]
}



# 2
{
  "formula": "C8H10N3",
  "method": "the ωB97M-V functional and the def2-TZVPD basis",
  "lumo_ha": -0.15805,
  "smiles": "C=N/C(=[NH+]\\C)c1ccccn1",
  "homo_lumo_gap_ev": 9.2,
  "total_charge": 1,
  "de_lowest_kcal_mol": 26.2,
  "elements": ["H", "H", "C", "H", "C", "N", "C", "N", "C", "C", "H", "C", "H", "H", "C", "H", "N", "C", "H", "H", "H"],
  "positions_angstrom": [[0.773, -0.631, -2.208], [-2.664, -1.998, 1.529], [1.561, 2.287, -0.084], [-0.948, -2.574, 2.250], [-0.398, 2.691, 1.227], [-1.005, -1.408, 0.483], [0.821, 3.088, 0.705], [0.407, -1.273, -1.537], [-1.553, -2.040, 1.420], [-0.763, 1.381, 0.909], [-1.584, 0.954, 1.582], [-0.190, -0.725, -0.307], [-0.966, 3.210, 1.915], [1.148, 4.125, 0.870], [0.171, 0.652, 0.112], [-0.127, -3.202, -1.144], [1.263, 1.081, -0.445], [0.359, -2.613, -1.900], [-0.039, -2.611, -2.813], [1.339, -3.138, -2.015], [2.396, 2.744, -0.549]]
}



# 3
{
  "formula": "C8H10N3",
  "method": "the ωB97M-V functional and the def2-TZVPD basis",
  "lumo_ha": -0.16987,
  "homo_lumo_gap_ev": 7.4,
  "total_charge": 1,
  "de_lowest_kcal_mol": 74.5,
  "elements": ["H", "H", "H", "H", "C", "C", "H", "N", "C", "H", "C", "H", "H", "C", "C", "N", "C", "N", "C", "H", "H"],
  "positions_angstrom": [[-0.538, -2.087, 2.534], [1.124, -0.580, 3.181], [-1.885, 1.604, -1.803], [-1.369, -1.409, -1.890], [1.512, 0.454, 1.364], [-1.776, -0.500, -1.429], [2.949, 0.633, 2.808], [-0.902, -1.369, 0.604], [-1.324, 0.757, -2.209], [-1.571, 0.649, -3.265], [0.122, 1.092, -2.084], [0.652, 1.485, -2.940], [-1.017, -2.328, 0.246], [1.106, 0.812, 0.134], [-0.246, -1.321, 1.826], [2.666, 0.915, 1.886], [-1.405, -0.320, -0.002], [0.766, 0.987, -1.003], [0.742, -0.477, 2.176], [-2.866, -0.545, -1.507], [3.260, 1.545, 1.374]]
}



# 4
{
  "formula": "C8H10N3",
  "method": "the ωB97M-V functional and the def2-TZVPD basis",
  "lumo_ha": -0.15321,
  "homo_lumo_gap_ev": 8.9,
  "total_charge": 1,
  "de_lowest_kcal_mol": 50.6,
  "elements": ["C", "H", "N", "H", "C", "H", "H", "C", "H", "N", "H", "H", "H", "C", "C", "C", "H", "C", "N", "H", "C"],
  "positions_angstrom": [[0.550, -0.284, -1.196], [0.211, -0.104, 2.152], [-0.409, 2.460, 0.770], [0.342, 2.238, 1.428], [-0.702, 1.567, -0.144], [2.034, -1.843, 1.974], [-2.530, 0.134, -1.026], [2.054, -1.663, -0.091], [-1.138, 1.903, -1.065], [-2.536, -0.705, 1.823], [1.664, -1.557, -2.315], [2.776, -2.534, -0.055], [0.224, 0.145, -2.156], [-2.588, 0.770, -0.099], [0.249, 0.317, -0.024], [1.544, -1.246, 1.170], [-3.370, 1.546, 0.049], [1.418, -1.307, -1.285], [-2.570, 0.027, 0.978], [-0.778, 3.408, 0.767], [0.595, -0.254, 1.235]]
}



# 5
{
  "formula": "C8H10N3O",
  "method": "the ωB97M-V functional and the def2-TZVPD basis",
  "lumo_ha": -0.14539,
  "homo_lumo_gap_ev": 8.3,
  "total_charge": 1,
  "de_lowest_kcal_mol": 115.1,
  "elements": ["C", "H", "N", "N", "C", "C", "H", "C", "H", "C", "H", "H", "H", "N", "C", "H", "H", "C", "C", "H", "H", "O"],
  "positions_angstrom": [[-0.355, -1.213, -0.141], [1.692, -3.718, 1.102], [-2.736, 2.455, -0.871], [-3.030, 2.935, -1.878], [0.443, -0.103, 0.061], [-0.115, 1.286, -0.229], [-1.338, -1.329, -0.431], [1.491, -2.638, 0.774], [0.677, 2.169, -0.127], [0.213, -2.480, 0.243], [2.293, 0.613, 0.856], [-0.531, 1.465, -1.154], [3.364, -1.564, 1.224], [-1.303, 1.338, 0.803], [-2.425, 2.120, 0.254], [-3.631, 2.465, -2.519], [-0.303, -4.319, 0.431], [1.702, -0.258, 0.568], [2.269, -1.492, 0.867], [-0.888, 1.675, 1.664], [-1.557, 0.391, 0.935], [-0.622, -3.508, 0.022]]
}



no.,energy (Eh),M (g/mol)
1,-818.3933,166.25
2,-474.7859,148.19
3,-474.7089,148.19
4,-474.7470,148.19
5,-549.9283,164.19